Record 1
Molecular formula: C38H34BaN4O2PS2Se2
Method: DFT, wB97M-V/def2-TZVPD

Results
E_LUMO = -3.0 eV
E_tot = -212359.9719 eV
net charge = +1
HOMO energy = -10.163 eV
Kohn-Sham gap = 7.154 eV
energy relative to the best compared isomer or geometry (same formula, charge and spin) = 0.00 kcal/mol

Last column: Mulliken charge in e.
CARTESIAN COORDINATES (ANGSTROEM)
Ba1 -0.067 -1.090 -0.094  0.744
C1 3.698 0.238 3.152  -0.453
O1 3.710 -1.205 2.947  -0.453
C2 2.800 -1.442 2.001  -0.222
N1 2.159 -0.471 1.499  0.825
C3 2.633 0.755 2.155  0.196
C4 3.172 1.756 1.161  -0.097
C5 3.189 3.107 1.493  -0.206
C6 3.730 4.042 0.626  -0.804
C7 4.266 3.634 -0.587  -0.404
C8 4.251 2.290 -0.927  -0.957
C9 3.701 1.355 -0.060  -0.073
C10 2.627 -2.859 1.586  0.049
C11 3.351 -3.890 2.171  -0.737
C12 3.137 -5.180 1.713  -0.512
C13 2.224 -5.401 0.693  -0.736
C14 1.549 -4.303 0.170  0.033
N2 1.748 -3.067 0.610  0.145
C15 0.564 -4.461 -0.933  -0.050
N3 -0.096 -3.520 -1.475  0.509
C16 -0.926 -4.122 -2.530  -0.187
C17 -0.595 -5.631 -2.433  -0.539
O2 0.393 -5.710 -1.367  -0.415
C18 -0.650 -3.505 -3.882  0.107
C19 -1.631 -3.555 -4.865  -0.467
C20 -1.395 -3.025 -6.123  -0.615
C21 -0.174 -2.435 -6.409  -0.517
C22 0.809 -2.381 -5.433  -0.656
C23 0.574 -2.917 -4.175  -0.238
H1 4.702 0.601 2.937  0.329
H2 3.445 0.412 4.195  0.329
H3 1.777 1.197 2.670  0.125
H4 2.759 3.429 2.435  0.449
H5 3.733 5.088 0.898  0.425
H6 4.701 4.361 -1.260  0.466
H7 4.679 1.963 -1.866  0.444
H8 3.698 0.307 -0.336  0.462
H9 4.056 -3.679 2.961  0.547
H10 3.680 -6.008 2.146  0.455
H11 2.034 -6.391 0.309  0.559
H12 -1.974 -3.942 -2.278  0.558
H13 -0.136 -6.030 -3.335  0.356
H14 -1.439 -6.245 -2.130  0.302
H15 -2.595 -3.995 -4.639  0.428
H16 -2.169 -3.064 -6.876  0.413
H17 0.011 -2.018 -7.389  0.421
H18 1.764 -1.919 -5.648  0.445
H19 1.351 -2.865 -3.420  0.465
Se1 -2.018 -0.991 2.333  -0.564
P1 -2.061 1.176 2.003  0.794
Se2 -0.556 1.999 0.683  -0.326
C24 -1.921 1.987 3.626  0.244
C25 -2.871 1.664 4.593  -0.678
C26 -2.825 2.264 5.838  -0.665
C27 -1.829 3.189 6.128  -0.470
C28 -0.883 3.510 5.168  -0.692
C29 -0.929 2.911 3.917  0.038
C30 -3.715 1.673 1.448  0.574
C31 -4.702 0.760 1.106  -0.372
C32 -5.946 1.208 0.684  -0.580
C33 -6.205 2.567 0.603  -0.443
C34 -5.217 3.483 0.944  -0.714
C35 -3.976 3.038 1.362  -0.503
H20 -3.644 0.937 4.374  0.374
H21 -3.567 2.011 6.583  0.406
H22 -1.795 3.660 7.101  0.386
H23 -0.110 4.234 5.389  0.418
H24 -0.202 3.172 3.157  0.263
H25 -4.498 -0.301 1.177  0.294
H26 -6.710 0.489 0.421  0.411
H27 -7.176 2.919 0.279  0.401
H28 -5.419 4.544 0.888  0.419
H29 -3.211 3.761 1.624  0.389
S1 -2.020 -0.099 -2.471  -0.158
C36 -0.918 1.108 -2.737  0.110
N4 -1.146 2.417 -2.731  -0.170
C37 0.019 3.291 -2.662  -0.489
C38 1.154 2.523 -3.334  -0.525
S2 0.773 0.770 -3.047  0.201
H30 -2.050 2.720 -2.392  0.290
H31 0.246 3.495 -1.611  0.058
H32 -0.177 4.229 -3.177  0.404
H33 2.120 2.786 -2.912  0.202
H34 1.161 2.686 -4.411  0.425

***

Record 2
Molecular formula: C4H10O
Method: DFT, wB97M-V/def2-TZVPD

Results
E_LUMO (alpha / beta) = -5.1 / -8.9 eV
E_tot = -6347.5073 eV
multiplicity = 2
<S²> = 0.753
net charge = +1
HOMO energy (alpha / beta) = -15.014 / -15.011 eV
Kohn-Sham gap (alpha / beta) = 9.917 / 6.078 eV
energy relative to the best compared isomer or geometry (same formula, charge and spin) = 18.84 kcal/mol

Last column: Mulliken charge in e.
CARTESIAN COORDINATES (ANGSTROEM)
C1 -1.107 0.563 -0.811  -1.015
C2 -0.911 0.394 0.745  -0.301
C3 0.336 0.940 1.245  0.179
C4 1.288 0.097 1.833  -0.554
H1 -0.126 0.646 -1.233  0.364
H2 -1.553 -0.341 -1.218  0.292
H3 -1.724 1.426 -1.059  0.359
H4 -1.088 -0.640 1.052  0.356
H5 -1.700 0.975 1.255  0.310
H6 0.426 2.016 1.171  0.387
H7 2.213 0.414 2.297  0.319
H8 1.183 -0.983 1.791  0.281
H9 1.510 -1.349 -2.545  0.308
H10 0.639 -2.565 -2.243  0.311
O1 0.615 -1.594 -2.280  -0.596

***

Record 3
Molecular formula: C16H13AuF5N4O5Te
Method: DFT, wB97M-V/def2-TZVPD

Results
E_LUMO = -5.1 eV
E_tot = -57568.9374 eV
net charge = +1
HOMO energy = -12.515 eV
Kohn-Sham gap = 7.413 eV
energy relative to the best compared isomer or geometry (same formula, charge and spin) = 0.00 kcal/mol

Last column: Mulliken charge in e.
CARTESIAN COORDINATES (ANGSTROEM)
Au1 0.397 -0.370 -0.105  1.067
C1 4.582 -1.220 -0.338  -0.919
C2 5.126 0.050 -0.287  -0.443
C3 4.288 1.153 -0.190  -0.815
C4 2.923 0.959 -0.154  0.947
N1 2.413 -0.291 -0.225  -0.109
C5 3.207 -1.360 -0.301  0.059
C6 1.925 2.034 -0.005  0.683
C7 2.236 3.367 0.172  -0.811
C8 1.213 4.284 0.360  -0.468
C9 -0.099 3.848 0.374  -0.913
C10 -0.356 2.504 0.192  0.268
N2 0.635 1.632 -0.008  -0.205
H1 5.202 -2.102 -0.404  0.458
H2 6.199 0.188 -0.314  0.454
H3 4.701 2.149 -0.135  0.416
H4 2.718 -2.323 -0.328  0.497
H5 3.266 3.690 0.180  0.365
H6 1.446 5.330 0.506  0.456
H7 -0.923 4.528 0.534  0.464
H8 -1.358 2.103 0.212  0.318
C11 -2.542 -0.270 -2.256  -1.462
C12 -2.614 -0.353 -0.776  0.279
N3 -1.602 -0.326 0.093  0.170
C13 -2.103 -0.384 1.386  0.486
C14 -3.454 -0.454 1.279  0.124
N4 -3.739 -0.435 -0.067  0.002
C15 -4.609 -0.514 2.233  0.478
O1 -4.326 -0.523 3.502  -0.528
O2 -5.716 -0.535 1.751  -0.604
C16 -1.202 -0.257 2.601  0.698
O3 -1.767 -0.332 3.699  -0.832
O4 0.005 -0.039 2.343  -0.601
H9 -1.535 -0.009 -2.574  0.251
H10 -3.237 0.485 -2.622  0.445
H11 -2.801 -1.227 -2.706  0.312
H12 -4.693 -0.476 -0.407  0.297
H13 -3.321 -0.476 3.664  0.460
F1 1.715 -3.785 -1.882  -0.401
Te1 -0.068 -3.427 -1.520  2.092
F2 0.017 -1.984 -2.703  -0.440
F3 -1.880 -3.101 -1.294  -0.421
F4 -0.154 -4.903 -0.440  -0.366
F5 -0.517 -4.474 -2.955  -0.356
O5 0.399 -2.354 -0.084  -0.856

***

Record 4
Molecular formula: BrH9Si5
Method: DFT, wB97M-V/def2-TZVPD

Results
E_LUMO = -0.3 eV
E_tot = -109574.9828 eV
net charge = 0
HOMO energy = -8.409 eV
Kohn-Sham gap = 8.111 eV
energy relative to the best compared isomer or geometry (same formula, charge and spin) = 0.00 kcal/mol

Last column: Mulliken charge in e.
CARTESIAN COORDINATES (ANGSTROEM)
Si1 -0.315 0.017 -2.034  0.266
Si2 -0.339 -1.811 -0.587  0.216
Si3 -0.137 2.054 -0.967  0.182
Si4 0.214 -1.295 1.612  0.273
Si5 0.716 0.959 1.738  0.181
Br1 -0.604 1.999 3.266  -0.249
H1 0.874 -0.075 -2.899  -0.102
H2 -1.438 -0.064 -2.979  -0.115
H3 -1.640 -2.496 -0.569  -0.105
H4 0.615 -2.801 -1.110  -0.100
H5 0.908 2.957 -1.458  -0.082
H6 -1.347 2.864 -0.850  -0.081
H7 -0.872 -1.617 2.547  -0.097
H8 1.336 -2.110 2.095  -0.098
H9 2.027 1.419 2.196  -0.088

***

Record 5
Molecular formula: C21H41Li2O12P
Method: DFT, wB97M-V/def2-TZVPD

Results
E_LUMO = 4.1 eV
E_tot = -56714.1956 eV
net charge = -2
HOMO energy = 0.823 eV
Kohn-Sham gap = 3.287 eV
energy relative to the best compared isomer or geometry (same formula, charge and spin) = 31.22 kcal/mol

Last column: Mulliken charge in e.
CARTESIAN COORDINATES (ANGSTROEM)
Li1 2.453 1.721 -1.450  0.699
Li2 1.270 2.803 1.261  0.761
P1 3.511 2.464 0.617  0.575
O1 3.814 1.172 -0.200  -0.834
O2 2.352 3.164 -0.183  -0.710
O3 4.911 3.072 0.898  -0.904
O4 2.926 1.968 1.907  -0.783
O5 -1.383 0.235 -0.631  -0.185
C1 -0.321 0.920 -0.240  0.340
O6 0.704 0.781 -0.890  -0.277
O7 -0.378 1.783 0.643  -0.805
H1 -0.820 -0.061 -1.350  -0.026
C2 -0.967 5.543 -2.040  -0.648
C3 -0.207 6.411 -3.062  -0.573
C4 0.378 5.358 -4.046  -0.448
O8 -0.074 4.094 -3.600  -0.438
C5 -0.365 4.131 -2.178  0.063
H2 -1.996 5.645 -2.385  0.300
H3 -1.025 5.895 -1.010  0.369
H4 0.540 7.046 -2.585  0.257
H5 -0.862 7.139 -3.540  0.307
H6 1.466 5.375 -3.980  0.254
H7 0.122 5.526 -5.093  0.297
H8 0.570 4.096 -1.618  0.134
H9 -0.992 3.292 -1.876  0.101
C6 -5.182 0.183 2.434  -0.752
C7 -3.928 0.276 1.592  -0.166
C8 -2.783 0.032 2.564  0.234
O9 -3.338 -0.770 3.586  -0.417
C9 -4.742 -0.881 3.495  -0.487
H10 -6.112 -0.045 1.914  0.345
H11 -5.342 1.142 2.926  0.285
H12 -3.741 1.217 1.076  0.431
H13 -3.885 -0.519 0.847  0.013
H14 -2.581 0.976 3.070  0.148
H15 -1.871 -0.363 2.116  -0.298
H16 -5.282 -0.631 4.408  0.313
H17 -5.064 -1.866 3.157  0.299
C10 0.545 -2.194 3.487  -0.082
C11 1.738 -3.003 3.880  -0.521
C12 2.926 -2.027 3.759  -0.406
O10 2.362 -0.911 3.102  -0.257
C13 1.010 -0.765 3.436  -0.164
H18 -0.356 -2.294 4.092  0.573
H19 0.207 -2.532 2.507  -0.230
H20 1.927 -3.881 3.263  0.269
H21 1.588 -3.369 4.896  0.259
H22 3.760 -2.455 3.202  0.105
H23 3.336 -1.690 4.710  0.343
H24 0.576 -0.099 2.691  -0.165
H25 0.914 -0.223 4.377  0.387
C14 3.803 -3.696 -0.553  -0.520
C15 2.307 -3.463 -0.455  -0.279
C16 2.152 -2.003 -0.267  0.745
O11 3.320 -1.655 0.503  -0.285
C17 4.459 -2.412 -0.044  -0.729
H26 4.014 -3.797 -1.618  0.391
H27 4.054 -4.611 -0.015  0.230
H28 1.831 -3.971 0.384  0.293
H29 1.799 -3.807 -1.355  0.178
H30 1.274 -1.732 0.319  -0.640
H31 2.193 -1.416 -1.185  -0.010
H32 5.285 -2.479 0.664  0.345
H33 4.866 -1.899 -0.916  0.224
C18 -2.393 -1.937 -3.887  -0.705
C19 -2.660 -2.237 -2.416  -0.294
C20 -1.240 -2.535 -1.882  -0.171
O12 -0.429 -1.660 -2.682  -0.322
C21 -1.075 -1.242 -3.888  -0.381
H34 -3.243 -1.411 -4.321  0.354
H35 -2.274 -2.884 -4.413  0.269
H36 -3.410 -3.025 -2.350  0.510
H37 -3.135 -1.362 -1.973  0.028
H38 -0.959 -3.552 -2.155  0.414
H39 -1.067 -2.453 -0.809  -0.074
H40 -0.495 -1.469 -4.783  0.379
H41 -1.287 -0.173 -3.859  0.167

***

Record 6
Molecular formula: C19H16F4N2O2
Method: DFT, wB97M-V/def2-TZVPD

Results
E_LUMO = -1.1 eV
E_tot = -37900.6700 eV
net charge = 0
HOMO energy = -8.060 eV
Kohn-Sham gap = 6.927 eV

Last column: Mulliken charge in e.
CARTESIAN COORDINATES (ANGSTROEM)
F1 -1.268 0.591 2.700  -0.287
C1 -1.476 0.767 1.395  -0.171
C2 -1.450 1.965 0.840  0.016
F2 -0.958 3.038 1.485  -0.327
C3 -2.010 2.264 -0.501  0.368
O1 -1.942 3.391 -1.024  -0.590
C4 -2.622 1.087 -1.150  -0.129
F3 -3.183 1.373 -2.349  -0.329
C5 -2.629 -0.139 -0.618  -0.376
F4 -3.449 -1.080 -1.138  -0.321
C6 -2.273 -0.459 0.840  3.008
O2 -3.316 -0.860 1.567  -0.953
C7 -3.134 -3.776 0.638  -1.210
C8 -3.579 -3.739 2.046  0.964
C9 -2.726 -3.103 2.964  0.124
N1 -1.636 -2.355 2.443  0.525
C10 -1.690 -1.737 1.059  -1.013
N2 -0.316 -1.672 0.730  0.236
C11 0.213 -1.088 -0.460  -1.055
C12 0.468 -2.385 1.626  -0.955
C13 -0.367 -2.880 2.629  -0.224
C14 -3.000 -3.138 4.344  0.970
C15 -2.021 -2.575 5.320  -1.588
C16 -4.251 -3.630 4.761  -0.943
C17 -5.171 -4.137 3.843  0.886
C18 -6.546 -4.529 4.317  -1.440
C19 -4.808 -4.242 2.494  -1.156
H1 -3.975 -3.606 -0.036  0.333
H2 -2.359 -2.822 0.524  0.548
H3 -2.660 -4.731 0.368  0.296
H4 -0.603 -0.934 -1.161  0.373
H5 0.705 -0.132 -0.272  0.327
H6 0.894 -1.818 -0.876  0.465
H7 1.519 -2.415 1.501  0.527
H8 -0.055 -3.529 3.435  0.457
H9 -2.515 -2.458 6.287  0.402
H10 -1.148 -3.225 5.468  0.288
H11 -1.669 -1.591 4.990  0.266
H12 -4.511 -3.561 5.818  0.374
H13 -7.130 -4.960 3.493  0.344
H14 -6.503 -5.269 5.132  0.342
H15 -7.104 -3.661 4.706  0.313
H16 -5.528 -4.654 1.784  0.314